Entry from the OMol25 dataset: a 18-piece molecular cluster, C72H198N18O18 overall in a non-equilibrium geometry (the ωB97M-V functional and the def2-TZVPD basis).

Structure (XYZ):
```
306
Properties=species:S:1:pos:R:3:mulliken_charge:R:1
C -0.708 -4.091 3.735 -0.92
C 0.123 -3.941 5.002 0.64
C 0.689 -2.566 5.268 -0.72
O 1.421 -1.962 4.128 -0.03
C 2.827 -2.212 4.021 -0.42
N -0.724 -4.291 6.117 -0.75
H -1.405 -4.921 3.847 0.57
H -0.052 -4.306 2.891 -0.10
H -1.316 -3.208 3.538 -0.04
H 0.983 -4.585 4.815 0.25
H 1.417 -2.775 6.052 0.35
H -0.085 -1.948 5.724 0.19
H 3.263 -1.660 3.188 -0.41
H 2.896 -3.297 4.087 0.42
H 3.392 -2.026 4.934 0.39
H -1.331 -5.035 5.804 0.31
H -1.213 -3.449 6.381 0.13
C -5.283 -1.866 -5.666 -1.72
C -3.763 -1.774 -5.359 0.58
C -3.178 -0.369 -5.576 1.56
O -3.348 -0.133 -6.943 -0.53
C -2.789 1.082 -7.522 -0.96
N -3.494 -2.243 -4.049 0.04
H -5.897 -1.173 -5.091 0.26
H -5.687 -2.878 -5.701 0.32
H -5.559 -1.385 -6.605 0.42
H -3.215 -2.372 -6.087 -0.02
H -2.097 -0.369 -5.436 -0.32
H -3.586 0.313 -4.830 -0.57
H -2.705 1.933 -6.846 0.24
H -3.325 1.523 -8.363 0.41
H -1.765 0.812 -7.778 0.38
H -2.507 -2.320 -3.851 0.08
H -3.704 -1.445 -3.466 -0.26
C -1.079 2.200 -3.453 0.83
C -0.361 1.489 -2.295 1.80
C -0.516 2.161 -0.985 -2.28
O 0.183 1.477 0.077 1.33
C 0.031 2.246 1.247 -0.85
N -0.824 0.056 -2.193 1.64
H -0.631 3.188 -3.562 -0.58
H -2.166 2.148 -3.384 -1.04
H -0.885 1.535 -4.294 -0.35
H 0.697 1.533 -2.553 0.11
H -1.536 2.197 -0.599 0.12
H -0.123 3.177 -1.011 0.50
H 0.294 3.302 1.205 -0.31
H 0.867 1.788 1.775 0.30
H -0.970 2.102 1.653 -0.13
H -0.232 -0.633 -2.635 -0.29
H -0.965 -0.235 -1.236 -1.13
C 4.677 6.264 4.978 -1.53
C 3.872 5.084 5.601 0.24
C 2.514 4.879 4.861 0.11
O 1.875 3.876 5.691 -0.36
C 0.614 3.608 5.284 -0.38
N 4.817 3.951 5.525 -0.65
H 4.222 7.218 5.244 0.49
H 4.852 6.229 3.903 0.13
H 5.699 6.319 5.352 0.44
H 3.609 5.391 6.614 0.24
H 2.642 4.448 3.868 -0.44
H 1.931 5.800 4.822 0.54
H 0.658 3.380 4.219 0.16
H -0.085 4.411 5.519 0.36
H 0.277 2.746 5.861 -0.02
H 4.978 3.827 4.535 0.40
H 4.405 3.056 5.749 0.40
C 1.735 -0.671 -5.029 0.18
C 1.703 0.230 -6.239 1.37
C 2.128 1.729 -6.045 0.47
O 2.020 2.496 -7.270 -0.48
C 0.670 2.969 -7.435 -0.22
N 2.637 -0.384 -7.196 -0.68
H 2.736 -0.759 -4.608 0.60
H 1.383 -1.662 -5.315 -0.80
H 1.018 -0.313 -4.289 -0.76
H 0.665 0.152 -6.560 -0.32
H 3.217 1.755 -5.994 0.19
H 1.680 2.185 -5.163 -0.70
H -0.100 2.202 -7.522 -0.13
H 0.671 3.458 -8.409 0.40
H 0.334 3.645 -6.649 0.16
H 2.285 -0.035 -8.076 0.36
H 3.544 0.049 -7.101 0.33
C 4.418 -3.857 -5.548 -1.18
C 4.130 -4.470 -4.132 0.40
C 5.277 -4.440 -3.116 -0.42
O 6.452 -4.993 -3.664 -0.42
C 7.287 -5.439 -2.609 -0.77
N 2.995 -3.687 -3.544 0.31
H 5.452 -3.599 -5.777 0.33
H 3.866 -2.925 -5.662 0.25
H 3.988 -4.460 -6.348 0.27
H 3.811 -5.513 -4.151 0.33
H 5.022 -5.012 -2.223 0.33
H 5.547 -3.414 -2.866 0.24
H 7.379 -4.681 -1.831 0.31
H 8.331 -5.629 -2.858 0.32
H 6.925 -6.379 -2.190 0.28
H 2.515 -3.181 -4.275 -0.32
H 3.400 -3.004 -2.919 -0.01
C 4.229 -2.243 0.377 -1.68
C 2.925 -2.237 -0.427 2.37
C 1.728 -1.898 0.543 -1.00
O 0.464 -2.066 -0.017 1.77
C -0.606 -1.579 0.677 0.02
N 3.017 -1.362 -1.540 0.57
H 4.053 -2.943 1.194 0.52
H 4.534 -1.284 0.796 -0.03
H 4.905 -2.852 -0.223 0.31
H 2.858 -3.291 -0.699 -1.09
H 1.943 -0.857 0.784 -0.04
H 1.854 -2.539 1.416 0.11
H -1.482 -1.607 0.030 -0.27
H -0.531 -0.537 0.987 -0.36
H -0.742 -2.139 1.603 -0.71
H 3.094 -0.388 -1.281 -0.46
H 2.100 -1.380 -1.964 -0.15
C 4.910 9.420 0.247 -1.43
C 3.800 8.852 1.221 -0.07
C 3.342 7.432 0.608 -0.29
O 2.166 6.934 1.281 -0.47
C 1.502 5.939 0.506 -0.28
N 4.309 8.830 2.562 -0.68
H 5.816 8.815 0.243 0.35
H 5.084 10.467 0.496 0.36
H 4.483 9.353 -0.754 0.39
H 2.987 9.578 1.218 0.50
H 4.208 6.779 0.714 0.13
H 3.040 7.561 -0.431 0.33
H 0.548 5.672 0.959 0.40
H 2.115 5.037 0.515 -0.21
H 1.257 6.208 -0.521 0.25
H 3.654 8.490 3.252 0.30
H 5.008 8.102 2.543 0.31
C -2.844 -3.907 -0.626 -1.43
C -3.526 -4.938 -1.480 0.68
C -2.538 -5.731 -2.378 0.18
O -3.191 -6.714 -3.184 -0.47
C -2.223 -7.520 -3.828 -0.35
N -4.280 -5.742 -0.540 -0.83
H -2.358 -3.139 -1.227 -0.01
H -2.054 -4.237 0.048 0.55
H -3.561 -3.329 -0.042 0.47
H -4.305 -4.380 -2.000 0.00
H -1.836 -6.062 -1.613 -0.14
H -1.882 -5.086 -2.962 0.13
H -1.545 -7.982 -3.111 0.16
H -1.678 -6.999 -4.617 0.08
H -2.657 -8.380 -4.338 0.31
H -3.641 -6.520 -0.457 0.42
H -4.117 -5.262 0.334 0.25
C 0.875 -5.602 0.246 -1.34
C 1.809 -6.187 -0.768 1.07
C 1.555 -7.728 -0.734 -0.81
O 1.853 -8.375 0.483 -0.40
C 3.181 -8.211 1.019 -0.63
N 1.351 -5.634 -1.997 -0.28
H 1.059 -4.528 0.264 0.16
H 1.145 -5.905 1.258 0.60
H -0.177 -5.842 0.098 0.02
H 2.803 -5.864 -0.460 -0.10
H 2.132 -8.296 -1.463 0.51
H 0.504 -7.931 -0.941 0.09
H 3.559 -7.209 1.223 0.19
H 3.831 -8.597 0.233 0.30
H 3.428 -8.672 1.975 0.30
H 1.468 -4.636 -1.903 -0.01
H 2.064 -5.862 -2.677 0.09
C -0.088 -8.056 -8.335 -1.45
C -0.998 -6.860 -8.534 0.71
C -0.167 -5.513 -8.360 -1.18
O 0.296 -5.330 -7.039 -0.29
C -0.098 -4.133 -6.412 -0.90
N -1.436 -6.915 -9.898 -0.71
H -0.741 -8.915 -8.490 0.40
H 0.390 -8.032 -7.356 0.32
H 0.761 -8.085 -9.019 0.35
H -1.816 -6.859 -7.813 0.23
H -0.464 -4.616 -8.904 0.47
H 0.678 -5.518 -9.049 0.47
H 0.565 -3.306 -6.669 0.32
H -0.272 -4.203 -5.339 0.25
H -1.081 -3.855 -6.793 0.43
H -2.207 -6.269 -9.809 0.29
H -1.819 -7.803 -10.192 0.25
C -6.339 0.229 -1.763 -1.71
C -5.000 0.606 -1.183 1.04
C -4.508 -0.214 0.018 -0.69
O -3.504 0.542 0.700 0.22
C -3.549 0.492 2.134 -1.17
N -3.970 0.465 -2.191 1.46
H -7.029 0.430 -0.944 0.53
H -6.373 -0.783 -2.165 0.26
H -6.651 0.757 -2.665 0.06
H -5.106 1.671 -0.977 0.32
H -4.163 -1.145 -0.431 -0.43
H -5.427 -0.284 0.600 0.58
H -3.377 -0.532 2.469 0.39
H -4.479 0.844 2.579 0.54
H -2.883 1.247 2.550 0.16
H -4.193 1.029 -2.998 -0.57
H -3.191 0.950 -1.770 -1.07
C -6.093 2.327 -6.494 -1.13
C -7.104 2.715 -5.412 1.03
C -6.485 3.727 -4.418 -1.12
O -5.426 3.248 -3.599 -0.09
C -4.710 4.224 -2.739 -0.55
N -8.362 3.134 -6.134 -0.76
H -6.410 1.451 -7.061 0.37
H -5.149 1.981 -6.075 -0.09
H -5.821 3.099 -7.213 0.36
H -7.260 1.822 -4.806 -0.10
H -7.329 4.002 -3.786 0.35
H -6.160 4.627 -4.941 0.49
H -4.622 5.207 -3.202 0.40
H -3.732 3.840 -2.450 -0.05
H -5.158 4.424 -1.766 0.33
H -8.130 3.978 -6.638 0.28
H -8.679 2.483 -6.838 0.30
C 4.057 -0.206 8.250 -1.71
C 2.915 0.410 7.382 1.34
C 1.582 0.663 8.058 -0.46
O 1.770 1.412 9.273 -0.34
C 1.309 0.774 10.413 -0.67
N 3.337 1.617 6.700 -0.40
H 4.882 -0.296 7.545 0.47
H 3.710 -1.131 8.711 0.41
H 4.340 0.369 9.131 0.38
H 2.680 -0.313 6.601 -0.52
H 1.142 -0.299 8.322 0.67
H 0.924 1.286 7.453 -0.36
H 0.220 0.828 10.418 0.19
H 1.620 1.176 11.377 0.34
H 1.629 -0.260 10.549 0.32
H 3.786 2.234 7.362 0.37
H 2.535 2.185 6.465 -0.03
C -6.427 3.400 8.571 -1.44
C -6.580 2.918 7.167 0.27
C -5.285 2.956 6.326 0.11
O -4.798 4.226 5.971 -0.46
C -3.587 4.168 5.196 -0.49
N -7.095 1.565 7.252 -0.56
H -5.613 2.919 9.113 0.21
H -7.367 3.427 9.122 0.45
H -6.099 4.427 8.415 0.36
H -7.256 3.656 6.736 0.31
H -5.524 2.478 5.376 0.17
H -4.448 2.595 6.925 -0.07
H -3.867 3.912 4.174 0.33
H -2.772 3.490 5.448 0.00
H -3.050 5.116 5.236 0.35
H -7.717 1.535 8.047 0.26
H -7.656 1.367 6.436 0.23
C 4.333 3.129 -3.801 -1.25
C 3.721 4.431 -3.257 0.08
C 2.391 4.742 -3.850 0.17
O 1.813 5.742 -3.026 -0.32
C 0.497 6.232 -3.359 -0.90
N 3.558 4.365 -1.842 0.12
H 4.375 3.101 -4.889 0.54
H 3.763 2.255 -3.485 0.04
H 5.370 3.157 -3.469 0.49
H 4.474 5.213 -3.360 0.45
H 1.648 3.957 -3.714 -0.84
H 2.368 5.077 -4.887 0.55
H 0.059 7.003 -2.725 0.32
H -0.195 5.396 -3.460 0.13
H 0.518 6.606 -4.382 0.43
H 4.415 4.682 -1.411 0.34
H 2.819 5.018 -1.628 -0.26
C 5.114 1.429 -0.347 -1.90
C 3.833 1.589 0.373 2.39
C 3.751 2.752 1.403 0.10
O 4.626 2.755 2.509 -0.56
C 4.590 1.648 3.423 -0.89
N 2.862 1.557 -0.603 3.29
H 5.311 2.384 -0.833 0.23
H 5.199 0.610 -1.061 0.25
H 5.996 1.343 0.288 0.34
H 3.651 0.618 0.833 -1.25
H 2.720 2.662 1.745 0.27
H 3.962 3.721 0.950 -0.23
H 3.588 1.523 3.834 0.28
H 5.407 1.737 4.138 0.45
H 4.711 0.729 2.850 0.28
H 1.967 1.547 -0.135 -1.19
H 2.868 2.358 -1.219 -1.17
C -3.370 0.288 10.543 -1.57
C -3.211 -0.894 9.591 0.88
C -2.031 -0.765 8.625 0.06
O -2.093 0.330 7.738 -0.29
C -3.195 0.137 6.692 -0.57
N -3.224 -2.081 10.403 -0.75
H -2.605 0.150 11.308 0.40
H -4.300 0.410 11.097 0.43
H -3.291 1.293 10.129 0.25
H -4.052 -0.904 8.897 0.26
H -1.772 -1.735 8.199 -0.13
H -1.163 -0.461 9.210 -0.14
H -4.188 0.369 7.078 0.26
H -3.223 -0.871 6.277 0.32
H -3.022 0.979 6.022 0.07
H -4.109 -2.186 10.878 0.28
H -3.171 -2.967 9.921 0.23
```

* ΔE to the lowest compared entry with this formula, charge and spin: 865.7 kJ/mol
* HOMO-LUMO gap: 8.620 eV

---

Entry from the OMol25 dataset: C24H37CaF3N4O4S as an isolated structure (the ωB97M-V functional and the def2-TZVPD basis).

Structure (XYZ):
```
74
Properties=species:S:1:pos:R:3:mulliken_charge:R:1
Ca -0.380 0.409 0.307 1.71
C -0.381 3.509 -1.292 -0.91
O -0.259 2.113 -1.559 -0.19
C -1.170 1.717 -2.594 -0.71
C -0.920 0.277 -2.945 -0.67
O -1.040 -0.504 -1.761 -0.10
C -1.371 -1.892 -1.931 -0.70
C -2.702 -2.154 -1.277 -0.66
O -2.609 -1.713 0.080 -0.23
C -3.059 -2.675 1.036 -0.91
H -0.191 4.083 -2.202 0.36
H 0.356 3.763 -0.533 0.23
H -1.382 3.742 -0.915 0.33
H -1.008 2.343 -3.478 0.54
H -2.194 1.865 -2.235 0.28
H 0.081 0.139 -3.368 0.27
H -1.655 -0.047 -3.687 0.50
H -0.579 -2.450 -1.426 0.15
H -1.379 -2.144 -2.992 0.59
H -2.925 -3.223 -1.317 0.57
H -3.516 -1.614 -1.772 0.26
H -2.466 -3.588 0.958 0.36
H -4.117 -2.901 0.890 0.34
H -2.909 -2.237 2.021 0.23
O -2.629 0.953 0.379 -0.23
C -3.143 1.778 1.413 -0.72
C -2.064 2.635 2.031 0.34
C -2.450 3.710 2.826 -0.97
C -1.478 4.463 3.455 -0.48
C -0.143 4.128 3.268 -0.71
C 0.149 3.054 2.452 -0.55
N -0.783 2.315 1.840 0.53
H -3.021 0.059 0.359 0.20
H -3.596 1.154 2.190 0.41
H -3.929 2.423 1.008 0.47
H -3.499 3.944 2.947 0.54
H -1.751 5.301 4.082 0.45
H 0.648 4.686 3.745 0.49
H 1.177 2.757 2.275 0.33
F 2.147 -4.356 1.855 -0.22
C 2.345 -3.508 2.868 0.52
F 3.459 -2.794 2.592 -0.23
F 2.625 -4.243 3.949 -0.30
C 1.162 -2.600 3.107 -0.08
C 0.529 -2.607 4.333 -0.34
C -0.528 -1.737 4.577 -1.11
C -0.885 -0.877 3.560 -0.54
N -0.290 -0.870 2.368 0.14
C 0.715 -1.722 2.105 0.49
S 1.422 -1.658 0.482 -0.57
H 0.868 -3.287 5.103 0.56
H -1.039 -1.723 5.527 0.47
H -1.676 -0.148 3.700 0.40
C 5.561 0.741 1.131 -0.91
C 4.022 0.699 1.159 0.03
N 3.472 1.298 -0.059 0.40
C 4.062 2.612 -0.278 -0.54
C 5.561 2.478 -0.626 -0.75
N 5.959 1.064 -0.285 -0.02
C 5.285 0.102 -1.227 -0.93
C 3.780 0.430 -1.194 -0.13
H 6.026 -0.211 1.381 0.43
H 5.991 1.522 1.757 0.28
H 3.656 1.241 2.032 0.43
H 3.647 -0.323 1.225 -0.11
H 3.934 3.206 0.628 0.44
H 3.541 3.119 -1.091 0.33
H 6.208 3.141 -0.055 0.34
H 5.772 2.603 -1.688 0.34
H 6.969 0.970 -0.377 0.33
H 5.514 -0.896 -0.855 0.39
H 5.742 0.232 -2.206 0.34
H 3.209 -0.493 -1.100 -0.09
H 3.476 0.938 -2.109 0.46
```

* ΔE to the lowest compared entry with this formula, charge and spin: 62.4 kJ/mol
* net charge: +2
* HOMO-LUMO gap: 8.077 eV

---

Entry from the OMol25 dataset: a 5-piece molecular cluster, C34H72N5O5 overall in a non-equilibrium geometry (the ωB97M-V functional and the def2-TZVPD basis).

Structure (XYZ):
```
116
Properties=species:S:1:pos:R:3:mulliken_charge:R:1
N -4.492 -3.268 20.821 0.46
O -5.122 -2.420 21.480 -0.16
O -3.703 -4.019 21.408 -0.71
O -4.621 -3.385 19.593 -0.51
C -6.764 0.635 20.309 -1.73
C -8.096 0.170 20.907 1.48
C -8.530 -1.118 20.143 -0.87
C -9.499 -2.028 20.883 -1.21
C -8.799 -2.407 22.190 -1.05
C -8.441 -1.261 23.166 1.49
N -7.861 -0.153 22.385 1.11
O -7.027 0.510 22.945 -0.36
C -7.422 -1.821 24.161 -2.06
C -9.795 -0.720 23.837 -1.46
C -9.292 1.175 20.821 -1.55
H -6.796 0.677 19.222 0.25
H -5.852 0.173 20.682 0.17
H -6.632 1.693 20.560 0.57
H -7.587 -1.644 19.973 0.10
H -8.890 -0.837 19.153 0.60
H -9.805 -2.830 20.210 0.48
H -10.480 -1.593 21.098 0.48
H -7.845 -2.840 21.872 0.20
H -9.225 -3.191 22.816 0.61
H -6.929 -0.988 24.664 0.54
H -6.595 -2.339 23.674 0.30
H -7.802 -2.449 24.964 0.50
H -10.499 -0.305 23.118 0.30
H -9.522 0.218 24.331 0.44
H -10.166 -1.406 24.592 0.43
H -10.275 0.876 21.179 0.34
H -9.454 1.491 19.791 0.40
H -8.995 2.062 21.385 0.47
C -2.894 -0.274 21.878 -1.05
C -1.705 -0.046 22.853 1.74
C -1.946 1.263 23.613 -1.61
C -3.161 1.266 24.534 -0.12
C -2.933 0.191 25.591 -1.27
C -2.767 -1.220 25.000 1.35
N -1.778 -1.166 23.852 0.84
O -1.533 -2.258 23.339 -0.28
C -4.107 -1.809 24.548 -1.33
C -2.174 -2.102 26.127 -1.69
C -0.356 0.018 22.068 -1.61
H -2.655 -1.220 21.390 0.65
H -2.978 0.550 21.168 0.53
H -3.900 -0.345 22.284 -0.77
H -1.937 2.059 22.868 0.60
H -1.068 1.483 24.227 0.42
H -4.092 1.152 23.977 -0.08
H -3.245 2.222 25.052 0.47
H -3.797 0.133 26.253 0.46
H -2.030 0.415 26.160 0.37
H -4.704 -2.076 25.418 0.69
H -3.980 -2.667 23.886 0.45
H -4.665 -1.109 23.927 -0.27
H -1.216 -1.622 26.332 0.49
H -2.039 -3.151 25.870 0.41
H -2.752 -2.040 27.047 0.39
H 0.423 -0.261 22.776 0.41
H -0.195 0.980 21.587 0.35
H -0.438 -0.731 21.280 0.41
C -3.397 -5.498 15.893 -1.46
C -4.639 -5.807 16.792 0.29
C -4.255 -6.484 18.096 -0.59
N -5.462 -7.121 18.841 0.27
C -4.966 -7.415 20.256 -1.08
C -5.978 -8.392 18.144 -0.60
C -7.467 -8.372 18.283 -0.69
C -7.881 -6.929 18.282 -0.61
C -6.729 -6.225 18.930 -0.17
H -2.880 -6.432 15.683 0.42
H -2.685 -4.793 16.328 0.29
H -3.728 -4.962 15.004 0.40
H -5.298 -6.437 16.191 0.35
H -5.173 -4.870 16.947 -0.15
H -3.894 -5.690 18.748 0.20
H -3.635 -7.372 17.983 0.48
H -5.840 -7.659 20.854 0.44
H -4.486 -6.511 20.627 0.33
H -4.222 -8.190 20.086 0.43
H -5.477 -9.223 18.638 0.31
H -5.551 -8.325 17.144 0.42
H -7.712 -8.886 19.212 0.35
H -7.884 -8.896 17.424 0.40
H -8.738 -6.757 18.932 0.33
H -8.040 -6.489 17.299 0.39
H -6.770 -6.026 20.000 0.34
H -6.542 -5.248 18.486 -0.10
C -5.467 0.408 13.382 -1.53
C -5.112 -0.331 14.660 -0.30
C -4.661 0.577 15.840 -0.59
N -4.282 -0.170 17.108 0.80
C -5.440 -1.076 17.520 -0.95
C -2.983 -0.981 16.945 -0.31
C -1.856 -0.110 17.497 -0.64
C -2.499 1.226 17.762 -1.03
C -3.886 0.858 18.227 -0.18
H -4.601 0.928 12.958 0.36
H -6.296 1.103 13.500 0.36
H -5.615 -0.178 12.473 0.41
H -4.369 -1.083 14.383 0.30
H -5.963 -0.972 14.900 0.30
H -5.515 1.121 16.245 0.42
H -3.839 1.197 15.494 0.34
H -6.356 -0.557 17.233 0.43
H -5.500 -1.282 18.585 -0.18
H -5.356 -1.939 16.865 0.49
H -2.959 -1.876 17.568 0.09
H -2.825 -1.321 15.925 0.48
H -1.527 -0.504 18.462 0.14
H -0.927 -0.106 16.929 0.43
H -2.060 1.832 18.558 0.55
H -2.486 1.900 16.906 0.42
H -3.861 0.185 19.085 0.04
H -4.591 1.677 18.355 0.35
```

* ΔE to the lowest compared entry with this formula, charge and spin: 40.4 kJ/mol
* net charge: +3
* HOMO-LUMO gap: 5.973 eV

---

- Number 1 is which compound?
  C72H198N18O18

---

- Which value of HOMO-LUMO gap does entry 3 give?
  5.973 eV

---

- Which formula does entry 3 have?
  C34H72N5O5

---

- HOMO-LUMO gap of number 2 (C24H37CaF3N4O4S)?
  8.077 eV